# C31H46BrN3OP2Pt

A structure of composition C31H46BrN3OP2Pt at a distorted geometry (wB97M-V/def2-TZVPD, OMol25).

```
85
Properties=species:S:1:pos:R:3:forces:R:3
N -5.6580 -1.7786 4.0585 0.0440 -0.1653 0.2227
C -4.7125 -0.9473 4.5038 -0.0871 0.4743 -0.5458
C -4.3311 0.1940 3.7900 -0.2012 -0.1297 -0.3740
C -4.9748 0.4804 2.5581 -0.6340 -0.4323 0.4232
C -6.0245 -0.3763 2.1481 0.3292 -0.3745 0.3816
C -6.3063 -1.5104 2.9238 0.1819 0.7516 -0.2558
C -4.4894 1.5365 1.6973 -0.0416 0.2105 0.4068
Pt 0.5699 0.9700 -1.3429 2.1276 -0.4103 -0.6392
P 3.1160 0.4881 -1.7225 -0.8939 -0.5722 0.2832
C -4.7868 1.6534 0.3632 -0.0831 0.4782 -1.1426
C -3.7769 2.1338 -0.5429 -0.9173 0.2490 1.1402
C -3.5768 1.5653 -1.8335 0.7126 -0.2248 -0.8176
C -2.2627 1.4270 -2.2757 -1.6369 0.3317 0.5795
C -1.2596 1.8460 -1.3798 1.2807 0.3029 -1.2280
C -1.5290 2.9796 -0.5926 -1.2839 0.2926 0.6523
C -2.8070 3.0516 -0.0604 1.4954 0.1050 -0.2491
Br 1.4502 2.3906 -3.2563 -1.2233 0.1046 0.5571
H -3.7594 2.2172 2.1446 0.1869 -0.4597 -0.2766
H -5.7148 1.2751 -0.0674 0.4489 -0.5800 0.1356
H -3.5164 0.8156 4.1641 -0.2544 -0.0537 -0.1477
H -6.5845 -0.1927 1.2315 0.1562 -0.0929 0.2761
H -4.2252 -1.1808 5.4561 -0.2660 -0.0564 -0.3602
H -7.0812 -2.2140 2.6029 0.2898 0.2188 0.2286
H -4.4106 1.1755 -2.4184 0.1541 -0.0294 0.2904
H -3.0553 3.7413 0.7487 0.0521 -0.1219 -0.3582
H -1.9900 1.0087 -3.2409 -0.2218 -0.1040 0.3916
H -0.7653 3.7308 -0.4065 -0.1765 -0.3137 0.1950
P -0.3132 -1.2207 -0.9554 -0.5100 -1.2558 -0.1180
C 3.8546 2.0692 -1.0651 -0.1127 -0.0433 -0.1404
C 4.6617 2.9441 -2.0196 0.2872 0.4918 0.0685
H 4.4636 1.7773 -0.1945 -0.1528 -0.0176 -0.3066
H 3.0054 2.6494 -0.6705 0.2202 -0.2067 -0.1983
H 4.9317 3.8708 -1.4917 -0.0075 -0.2680 -0.1470
H 5.5990 2.4697 -2.3454 -0.3658 0.0966 0.0691
H 4.0647 3.2411 -2.8918 0.2915 -0.1068 0.3074
C 3.3380 -0.1185 -3.4863 -0.4335 0.0455 0.4050
C 4.3104 0.6240 -4.3871 0.3413 0.1225 -0.5250
H 2.3302 -0.0879 -3.9249 0.3422 0.0032 0.2285
H 3.6164 -1.1811 -3.4035 -0.0405 0.3129 0.1428
H 3.9259 0.5941 -5.4127 0.1627 0.0389 0.1502
H 4.4286 1.6739 -4.1102 -0.0271 -0.3533 -0.2064
H 5.2969 0.1435 -4.4036 -0.1940 0.2226 0.1015
C 4.1216 -0.7655 -0.8388 -0.3536 -0.1087 0.1519
C 5.6267 -0.6210 -1.0879 0.1833 -0.0346 0.0655
H 3.7729 -1.7466 -1.1814 0.1412 0.3090 0.1328
H 3.8796 -0.6824 0.2305 0.1971 -0.1353 -0.1305
H 6.1318 -1.5560 -0.8118 -0.0911 0.2712 -0.0463
H 5.8579 -0.4255 -2.1450 -0.0679 -0.0291 0.3014
H 6.0568 0.1794 -0.4731 -0.0494 -0.1479 -0.2614
C 0.4078 -2.6330 0.0225 -0.0578 0.3577 0.6187
C 1.8020 -3.1331 -0.3313 0.2524 -0.2259 0.0199
H -0.3097 -3.4611 -0.1060 0.0096 0.5099 -0.1814
H 0.3762 -2.3859 1.0970 -0.0555 -0.2069 -0.4938
H 1.8411 -4.2207 -0.1658 0.0378 0.3807 -0.0968
H 2.0825 -2.9422 -1.3758 -0.0735 -0.1217 0.2289
H 2.5592 -2.6957 0.3333 -0.1955 -0.0819 -0.2559
C -0.4634 -2.1402 -2.5615 0.2523 0.2195 0.0492
C -1.6350 -1.7980 -3.4679 -0.0072 -0.0054 -0.3152
H -0.4907 -3.2113 -2.3055 0.0342 0.3635 0.0035
H 0.4914 -1.9590 -3.0785 -0.2286 -0.0960 0.0320
H -1.5502 -2.3923 -4.3866 -0.1191 0.1505 0.2147
H -2.6016 -2.0289 -3.0059 0.1968 0.0416 -0.1213
H -1.6285 -0.7460 -3.7584 0.0188 -0.2520 -0.0546
C -2.0144 -1.1404 -0.2116 -0.1062 0.4768 -0.3202
C -2.2200 -1.7896 1.1539 0.0848 -0.1281 0.1297
H -2.6982 -1.5718 -0.9570 0.1489 0.0667 0.2140
H -2.2701 -0.0727 -0.1613 0.0240 -0.3721 0.0914
H -3.2562 -1.6317 1.4769 0.1899 -0.0480 -0.0716
H -2.0347 -2.8705 1.1241 -0.0974 0.3270 0.1223
H -1.5623 -1.3427 1.9111 -0.1264 -0.1653 -0.1009
N 1.5451 -1.3307 4.9919 0.0222 0.2056 -0.7169
C 1.2529 -1.3387 3.6569 0.2390 -1.5389 0.6806
O 1.0733 -2.3969 3.0428 0.2877 1.5406 0.4458
C 1.0759 -0.0044 3.0069 -0.1185 0.4933 -0.7739
C 0.6688 1.1412 3.7041 -0.0346 -0.1796 -0.4534
C 0.3837 2.2922 2.9744 0.2306 0.0523 -0.5336
C 0.4901 2.2632 1.5761 -0.4547 -0.1586 0.7270
N 0.7537 1.1328 0.9072 1.2310 0.1631 0.2559
C 1.1791 0.0654 1.6048 -0.4094 0.0236 0.4607
H 1.7639 -2.2214 5.4141 -0.0997 0.0406 -0.0029
H 1.8833 -0.5008 5.4552 0.0054 -0.1836 -0.0644
H 0.5871 1.1184 4.7900 -0.1547 0.0996 -0.2774
H 0.0617 3.2193 3.4416 0.2506 -0.1855 0.0479
H 0.3420 3.1643 0.9870 -0.0484 -0.3605 0.2978
H 1.6150 -0.7488 1.0201 -0.4280 0.1922 0.3807
```
Positions in Å, forces in eV/Å.

Computed properties:
Energy above the lowest of the compared OMol25 structures with the same formula, charge and spin in kJ/mol: 0.0
Total charge: +2
Multiplicity: 3



# C31H46Cl2NPRu

A structure of composition C31H46Cl2NPRu at a distorted geometry (wB97M-V/def2-TZVPD, OMol25).

```
82
Properties=species:S:1:pos:R:3:forces:R:3
P -0.2388 0.6965 -1.5682 0.3201 -0.9856 3.4881
C -1.9179 -0.0256 -1.6857 1.8058 -0.0016 1.6867
C -2.3571 0.8242 -2.8415 -1.2564 0.2350 0.2006
C -3.7769 0.4366 -3.1437 -0.4543 -0.5571 -0.6495
C -3.9225 -1.0956 -3.3534 0.1822 0.2264 0.0101
C -3.3290 -1.9425 -2.2054 -0.2266 0.0582 -0.4017
C -1.8974 -1.5414 -1.9038 0.0501 0.3224 -0.0182
C 1.3316 -0.1265 -2.0171 -1.4115 0.0603 2.3009
C 1.1763 0.2605 -3.4530 1.5089 -0.1522 -0.7668
C 2.4772 -0.1088 -4.1098 0.4722 -0.6231 -0.5598
C 2.8447 -1.5985 -3.8752 -0.2989 0.0948 -0.0057
C 2.8058 -2.0297 -2.3909 0.1352 -0.1498 -0.3966
C 1.5007 -1.6332 -1.7256 -0.4242 0.3724 -0.2908
C -0.1191 2.4451 -1.0219 -0.2064 -0.8777 -0.0732
C -1.2458 2.9596 -0.0904 -0.1887 -0.1340 -0.3384
C -1.2357 4.4836 -0.1506 0.2033 0.3601 -0.0502
C 0.1336 5.0888 0.2095 0.1117 -0.3588 0.2610
C 1.3016 4.4147 -0.5407 -0.2545 0.3730 0.0432
C 1.2535 2.8910 -0.4831 0.0796 -0.0052 -0.4888
H -2.4464 0.1720 -0.7245 0.2564 0.1419 -0.5664
H -1.6749 0.6475 -3.6643 -0.0999 0.0220 -0.5426
H -2.3057 1.8953 -2.5644 -0.0298 -0.3985 -0.2611
H -4.0923 0.9863 -4.0347 -0.3604 -0.1578 0.0713
H -4.3995 0.7306 -2.2987 -0.1286 0.1464 0.0073
H -4.9844 -1.3317 -3.4597 0.1060 -0.0398 -0.1441
H -3.4123 -1.3668 -4.2893 -0.1557 0.0040 0.0864
H -3.9304 -1.7890 -1.3048 0.0124 -0.1017 0.0322
H -3.3580 -3.0082 -2.4626 -0.1767 0.1847 0.0574
H -1.5076 -2.0669 -1.0107 -0.1276 0.3971 -0.4168
H -1.2316 -1.7674 -2.7465 -0.2268 -0.1368 -0.0308
H 2.1246 0.4053 -1.4491 -0.3618 -0.0733 -0.5566
H 3.2610 0.5131 -3.6676 0.0223 0.0983 -0.1721
H 0.9893 1.3405 -3.5358 0.0814 -0.1542 -0.3034
H 0.3265 -0.2790 -3.8734 0.0015 -0.0464 -0.2566
H 2.3887 0.1147 -5.1721 0.4222 -0.0838 -0.1745
H 3.8465 -1.7820 -4.2748 -0.1679 -0.0552 -0.0725
H 2.1302 -2.2203 -4.4379 0.2103 0.0743 0.0483
H 2.9500 -3.1184 -2.3045 0.0679 0.3650 -0.0555
H 3.6259 -1.5381 -1.8593 0.0534 -0.0859 0.0507
H 1.5117 -1.8352 -0.6487 -0.0151 0.2416 -0.2143
H 0.6513 -2.1978 -2.1430 0.3916 0.1162 0.0474
H -0.2736 2.7192 -2.0910 0.1107 1.4962 0.6769
H -2.2395 2.5855 -0.3893 0.3450 0.0689 0.0584
H -1.1059 2.6195 0.9478 0.2160 -0.1462 -0.4213
H -1.4890 4.7890 -1.1730 -0.0854 0.0366 0.0420
H -2.0052 4.8922 0.5163 0.1039 -0.0821 -0.1548
H 0.2980 4.9848 1.2951 -0.0429 -0.0166 -0.2620
H 0.1323 6.1624 -0.0084 -0.0033 -0.1299 0.0630
H 2.2553 4.7724 -0.1363 -0.1299 -0.0383 -0.1056
H 1.2505 4.7169 -1.5926 0.1047 0.0571 -0.0068
H 2.0731 2.4824 -1.0929 -0.1841 0.1264 0.1366
H 1.4301 2.5391 0.5395 -0.2984 -0.1802 -0.1701
Ru -0.0787 -0.4658 2.4588 -2.0672 1.5836 -6.0004
Cl 2.1682 0.2042 1.8505 0.6093 0.3406 -0.4260
Cl -2.3478 0.1220 1.9688 -0.2729 0.2760 -0.3349
C -0.3740 -2.0947 1.4889 -0.7684 -2.2845 -1.0239
H -1.4392 -2.2780 1.1066 1.1298 0.4541 0.7376
C 0.3878 -3.3726 1.3707 -1.0600 1.9229 0.8833
C 1.7836 -3.3474 1.4511 0.2175 -0.6313 0.1445
C 2.4868 -4.5442 1.4462 -0.1463 -0.5142 -0.0616
C 1.8003 -5.7659 1.3848 -0.2610 -0.0807 -0.0839
C 0.3867 -5.7817 1.3224 0.6033 -0.2884 -0.1114
C -0.3170 -4.5959 1.3092 0.3302 0.1877 -0.1500
H 2.2915 -2.3937 1.5504 -0.0330 -0.0673 -0.0779
H 3.5748 -4.5396 1.4941 -0.1799 -0.0192 0.0193
H -0.1493 -6.7348 1.2856 0.2341 0.2799 0.0397
H -1.4087 -4.5726 1.3002 0.2973 -0.0547 -0.0364
H 2.3486 -6.7158 1.3812 -0.2047 0.4480 0.0267
N 0.4203 -0.7048 4.2702 -0.1700 -0.7483 2.8983
C 0.3151 0.6060 4.8797 1.2814 -1.6458 0.7812
C 1.3923 0.8654 5.7316 -1.2517 1.2908 0.3946
C 1.2043 1.8932 6.6546 0.6361 -0.0030 -0.0513
C 0.0308 2.6662 6.6421 -0.2848 0.0100 -0.1752
C -0.9688 2.4461 5.6775 1.0069 -0.1636 0.3380
C -0.8225 1.3829 4.7749 0.0647 0.5218 0.3824
H 1.3238 -1.1324 4.1417 0.4363 -0.1086 0.7570
H -0.3489 -1.3523 4.4321 0.3415 -0.1756 0.8696
H 2.2682 0.2376 5.6552 0.0600 0.0643 0.3331
H 1.9954 2.0791 7.3972 -0.5084 0.0673 -0.3656
H -0.0969 3.4535 7.3947 0.0496 -0.3323 -0.3709
H -1.8474 3.0809 5.6400 0.0883 -0.0926 0.0051
H -1.5525 1.1883 4.0009 -0.2372 -0.1446 0.2184
```
Positions in Å, forces in eV/Å.

Computed properties:
Energy above the lowest of the compared OMol25 structures with the same formula, charge and spin in kJ/mol: 196.6
Total charge: 0
Multiplicity: 5